The following is a DFT calculation (wB97M-V/def2-TZVPD) of a molecular structure, C14H24F3N3OSSe2Te2Tl.

Last column: Mulliken charge in e.
CARTESIAN COORDINATES (ANGSTROEM)
Tl (-0.28, 1.74, 1.97)  0.89
Se (0.33, 4.57, -0.35)  -0.15
Te (-0.85, 6.65, -0.26)  0.12
Te (-3.43, 5.96, -0.33)  0.19
Se (-3.48, 3.57, -0.33)  -0.16
O (1.47, 1.74, 0.13)  -0.39
S (2.67, 1.20, -0.58)  0.39
C (3.49, 2.66, -1.35)  -0.46
C (4.94, 2.60, -0.91)  -0.69
C (4.90, 2.26, 0.58)  -0.61
C (4.00, 1.05, 0.71)  -0.65
H (2.96, 3.53, -0.96)  0.08
H (3.38, 2.62, -2.43)  0.38
H (5.47, 3.53, -1.10)  0.35
H (5.46, 1.80, -1.45)  0.30
H (4.49, 3.10, 1.14)  0.30
H (5.90, 2.05, 0.97)  0.35
H (3.50, 0.96, 1.67)  0.33
H (4.54, 0.13, 0.49)  0.44
F (1.47, -4.85, -0.97)  -0.28
C (1.70, -4.66, 0.33)  0.69
F (1.10, -5.65, 0.99)  -0.25
F (3.03, -4.81, 0.51)  -0.25
C (1.23, -3.31, 0.81)  0.56
C (0.65, -2.39, -0.05)  -1.08
C (0.24, -1.18, 0.48)  -0.46
N (0.39, -0.87, 1.76)  -0.09
C (0.94, -1.76, 2.58)  -0.93
C (1.38, -3.00, 2.16)  -0.56
H (0.51, -2.62, -1.10)  0.60
H (-0.25, -0.44, -0.13)  1.05
H (1.03, -1.47, 3.61)  0.48
H (1.82, -3.70, 2.85)  0.50
C (-3.44, -0.65, -2.38)  -1.78
C (-3.57, -0.71, -0.86)  1.41
C (-3.42, -2.15, -0.37)  -1.53
C (-4.93, -0.14, -0.45)  -1.71
N (-2.43, 0.09, -0.34)  -0.16
N (-2.48, 0.44, 1.04)  -0.64
H (-4.14, -1.33, -2.85)  0.44
H (-2.43, -0.93, -2.68)  0.40
H (-3.65, 0.36, -2.73)  0.44
H (-4.21, -2.77, -0.79)  0.48
H (-3.49, -2.21, 0.72)  0.36
H (-2.46, -2.55, -0.67)  0.27
H (-5.71, -0.60, -1.03)  0.50
H (-4.94, 0.94, -0.62)  0.30
H (-5.15, -0.33, 0.60)  0.37
H (-2.37, 0.96, -0.86)  0.31
H (-2.56, -0.43, 1.57)  0.28
H (-3.32, 1.00, 1.25)  0.24

Values from the calculation:
- spin multiplicity = 1
- charge = +1
- maximum force (eV/A) = 1.205
- frontier orbital gap (spin up / spin down) (eV) = 6.1 / 6.1
- relative energy (zero: lowest compared OMol25 entry of this formula, charge and spin) (eV) = 0.233
- DFT total energy (Ha) = -6996.34316
- LUMO energy (spin up / spin down) (eV) = -4.7 / -4.7